1.
{"formula": "CHFN2O", "method": "ωB97M-V with the def2-TZVPD basis set", "orbital_gap_ev": 10.051, "smiles": "[H]/N=N\\C(=O)F", "e_homo_ev": -10.303, "multiplicity": 1, "energy_ev": -8795.4194, "lumo_energy_ev": -0.252, "species": ["H", "N", "N", "C", "O", "F"], "positions_angstrom": [[1.63789, -0.30216, 0.50547], [1.34829, -0.53141, -0.58448], [0.20504, -0.60157, -0.90592], [-0.80025, 0.20402, 0.05366], [-1.43030, 1.01218, -0.51297], [-0.96066, 0.21893, 1.44424]], "lowdin_charge": [0.15, 0.03, 0.03, -0.41, 0.16, 0.04]}

=====

2.
{"formula": "C3H3BrO2", "method": "ωB97M-V with the def2-TZVPD basis set", "orbital_gap_ev": [6.409, 9.433], "e_homo_ev": [-7.304, -8.768], "multiplicity": 1, "energy_ev": -77290.8245, "lumo_energy_ev": [-0.895, 0.666], "species": ["C", "C", "C", "O", "O", "Br", "H", "H", "H"], "positions_angstrom": [[0.66134, -1.83505, 1.41923], [-0.96343, 1.21095, -1.11510], [-0.16923, 0.03030, -0.78156], [1.77400, -2.04193, 1.67305], [0.42432, 1.10665, -1.31309], [-0.29123, -1.69019, -1.58902], [-0.23548, -2.13031, 0.91290], [-1.43918, 1.28829, -1.99240], [-1.28556, 1.79028, -0.34140]], "lowdin_charge": [-0.10, -0.14, -0.65, 0.07, -0.03, 0.73, -0.02, 0.07, 0.08]}

=====

3.
{"formula": "C6H8", "method": "ωB97M-V with the def2-TZVPD basis set", "orbital_gap_ev": 10.457, "smiles": "C#CC1CCC1", "e_homo_ev": -9.370, "multiplicity": 1, "energy_ev": -6345.7296, "lumo_energy_ev": 1.087, "species": ["C", "C", "C", "C", "C", "C", "H", "H", "H", "H", "H", "H", "H", "H"], "positions_angstrom": [[2.95016, -0.37815, -0.71033], [1.82139, -0.28943, -0.27504], [0.41253, -0.22249, 0.23370], [-0.27198, 1.12050, 0.35147], [-1.58462, 0.29408, 0.27151], [-0.69916, -0.91561, -0.50595], [3.96102, -0.47678, -1.06551], [-0.44989, -0.54780, 1.19009], [-0.04096, 1.64655, 1.28616], [-0.16182, 1.80806, -0.48512], [-2.20212, 0.32349, 1.22061], [-2.26844, 0.54408, -0.50181], [-0.63921, -0.91144, -1.62392], [-0.97154, -1.92203, -0.18445]], "lowdin_charge": [0.10, -0.07, -0.37, -0.20, -0.18, -0.14, 0.02, 0.21, 0.11, 0.11, 0.13, 0.07, 0.11, 0.09]}

=====

4.
{"formula": "C22H33NO3P2Pb", "method": "ωB97M-V with the def2-TZVPD basis set", "orbital_gap_ev": 5.793, "e_homo_ev": -12.059, "multiplicity": 1, "energy_ev": -54791.7656, "charge": 2, "lumo_energy_ev": -6.266, "species": ["C", "C", "H", "H", "C", "C", "H", "H", "C", "H", "H", "H", "C", "H", "H", "H", "Pb", "O", "C", "O", "C", "O", "N", "C", "C", "H", "H", "H", "H", "C", "C", "H", "H", "H", "C", "P", "C", "C", "C", "C", "C", "C", "C", "P", "C", "C", "H", "H", "H", "H", "H", "H", "H", "H", "H", "H", "H", "H", "H", "H", "H", "H"], "positions_angstrom": [[5.08999, -0.03843, -1.72056], [5.39929, 0.07523, -3.19382], [6.01252, 0.10999, -1.19693], [4.71425, -0.99720, -1.54424], [4.41088, 0.06295, -4.10686], [3.02500, 0.23697, -3.74052], [2.55486, -0.43242, -3.01634], [2.32545, 0.54664, -4.54710], [6.81832, 0.03934, -3.53048], [7.33529, 0.21690, -2.58011], [7.26442, 0.76188, -4.23368], [7.09272, -0.96999, -3.85791], [4.89319, -0.13386, -5.51724], [5.44734, -1.09834, -5.43289], [5.60744, 0.66040, -5.86494], [4.08190, -0.24922, -6.24346], [-0.52096, -1.43634, 1.26601], [1.86414, 0.02691, -0.41677], [1.77721, 0.83510, -1.35749], [-0.72734, 0.20436, -0.27562], [-0.53503, 1.26632, -0.92000], [-1.49214, 2.14317, -1.12842], [0.63516, 1.63026, -1.53878], [-0.91648, 3.27934, -1.91590], [0.53686, 2.93904, -2.20980], [-0.96903, 4.19708, -1.29183], [-1.50313, 3.36407, -2.85502], [1.23286, 3.69273, -1.78561], [0.73399, 2.83356, -3.29600], [2.89855, 1.04619, -2.35662], [4.13932, 1.02869, -1.46384], [2.81882, 2.02748, -2.83529], [3.81218, 1.15751, -0.38173], [4.63516, 2.03200, -1.65152], [-3.59193, -3.75820, 1.80337], [-3.24938, -2.01522, 1.32309], [-4.38379, -1.66986, -0.05954], [-4.24656, -1.21258, 2.68498], [-5.61064, -1.47182, 2.87530], [-6.30926, -0.87124, 3.94208], [-5.63566, -0.01749, 4.81098], [-4.25614, 0.23922, 4.61762], [-3.53938, -0.36956, 3.57054], [-1.72849, -0.25662, 3.35544], [-1.34790, 1.32278, 4.11911], [-1.21909, -1.55076, 4.56887], [-3.01486, -4.40800, 1.13428], [-4.65783, -3.99352, 1.69256], [-3.28618, -3.91924, 2.84711], [-5.43886, -1.68724, 0.25025], [-4.15561, -0.66258, -0.43489], [-4.21865, -2.40954, -0.85380], [-6.14667, -2.14889, 2.20683], [-7.37538, -1.07761, 4.07318], [-6.17492, 0.44908, 5.65733], [-3.75948, 0.91483, 5.30488], [-1.42193, 1.26373, 5.20746], [-0.32648, 1.59304, 3.84384], [-2.03668, 2.08100, 3.73705], [-1.67788, -1.32398, 5.54765], [-1.56449, -2.55446, 4.25575], [-0.11887, -1.54360, 4.65999]], "lowdin_charge": [-0.14, -0.27, 0.11, 0.12, -0.26, -0.06, 0.11, 0.14, -0.05, 0.08, 0.10, 0.10, -0.04, 0.10, 0.10, 0.08, 1.21, 0.03, -0.32, -0.21, -0.44, 0.10, 0.09, -0.03, -0.06, 0.15, 0.15, 0.15, 0.14, -0.21, -0.17, 0.13, 0.14, 0.15, -0.24, 0.78, -0.23, -0.37, -0.07, -0.03, -0.03, -0.06, -0.39, 0.72, -0.24, -0.25, 0.05, 0.06, 0.06, 0.06, 0.06, 0.06, 0.11, 0.13, 0.13, 0.10, 0.07, 0.05, 0.07, 0.08, 0.05, 0.06]}

=====

5.
{"formula": "C11H15N2O", "method": "ωB97M-V with the def2-TZVPD basis set", "orbital_gap_ev": [5.913, 7.552], "e_homo_ev": [-10.495, -11.574], "multiplicity": 1, "energy_ev": -16665.7739, "charge": 1, "lumo_energy_ev": [-4.582, -4.022], "species": ["C", "C", "C", "C", "C", "C", "C", "C", "C", "C", "C", "N", "N", "O", "H", "H", "H", "H", "H", "H", "H", "H", "H", "H", "H", "H", "H", "H", "H"], "positions_angstrom": [[-1.05927, -1.17086, -3.65106], [-0.82741, -2.24725, -2.77646], [-0.57410, 0.06173, -3.24114], [0.05516, -2.08657, -1.70690], [0.22857, 0.22462, -2.13654], [0.72638, -0.87869, -1.36931], [-1.16385, 1.50060, 0.57435], [-0.31306, 2.03182, 1.74149], [-0.46919, -0.33289, 1.46946], [0.50210, 0.49574, 3.63084], [1.50697, -0.81846, -0.23026], [-1.31910, 0.22305, 0.62045], [0.32503, 0.70188, 2.21077], [1.96879, 0.39812, 0.08508], [-1.62650, -1.42304, -4.45540], [-1.30832, -3.10801, -3.07492], [-0.88202, 0.78983, -3.85369], [0.08829, -2.98877, -1.20439], [0.49371, 1.14670, -1.91845], [-1.72724, 2.21280, 0.10379], [0.56879, 2.64807, 1.47619], [-1.16043, 2.40126, 2.50870], [-0.62355, -1.37711, 1.60580], [1.15070, -0.24172, 3.85339], [1.02416, 1.26173, 4.04807], [-0.45801, 0.42717, 4.03622], [1.79005, -1.73454, 0.18785], [1.38288, 0.75239, 1.92891], [1.70047, 1.13042, -0.46283]], "lowdin_charge": [-0.01, -0.03, -0.04, 0.00, -0.01, -0.20, -0.12, -0.02, -0.12, 0.01, -0.09, 0.09, -0.12, 0.03, 0.09, 0.09, 0.08, 0.09, 0.05, 0.09, 0.13, 0.19, 0.13, 0.08, 0.09, 0.11, 0.13, 0.19, 0.11]}

=====

6.
{"formula": "C10H9Cl2NOTi", "method": "ωB97M-V with the def2-TZVPD basis set", "orbital_gap_ev": [5.489, 7.287], "e_homo_ev": [-6.305, -7.967], "multiplicity": 3, "energy_ev": -62211.7131, "s2": 2.024, "lumo_energy_ev": [-0.816, -0.680], "species": ["Ti", "C", "H", "H", "H", "H", "H", "Cl", "C", "C", "C", "Cl", "C", "C", "C", "C", "N", "C", "C", "O", "H", "H", "H", "H"], "positions_angstrom": [[-0.96045, 0.57114, -1.28712], [-3.33972, 2.50042, -3.55503], [-4.10137, 2.57996, -2.77544], [-2.84645, 3.46333, -3.68665], [-3.84071, 2.25134, -4.49267], [-2.58619, 1.74917, -3.25241], [-0.20466, 0.32070, -2.67945], [2.31024, 3.14259, 1.14930], [1.97311, 1.50424, 1.40220], [2.61574, 0.70065, 2.35602], [2.29258, -0.64850, 2.50889], [3.13418, -1.57477, 3.67464], [1.26982, -1.28283, 1.72444], [0.84990, -2.62187, 1.72648], [-0.13199, -3.03386, 0.84384], [-0.72203, -2.14548, -0.05257], [-0.35424, -0.83595, -0.06631], [0.61823, -0.42292, 0.80390], [0.97340, 0.91286, 0.61205], [0.33831, 1.54051, -0.36251], [3.38361, 1.15593, 2.97770], [1.28920, -3.34916, 2.40629], [-0.47876, -4.06158, 0.80742], [-1.48177, -2.41590, -0.78301]], "lowdin_charge": [0.78, -0.05, 0.02, 0.02, 0.02, -0.03, -0.11, 0.75, -0.62, -0.10, -0.62, 0.70, -0.16, -0.01, -0.05, -0.09, -0.06, -0.16, -0.38, -0.27, 0.11, 0.10, 0.11, 0.11]}

=====

7.
{"formula": "C2H14NO3S", "method": "ωB97M-V with the def2-TZVPD basis set", "orbital_gap_ev": 9.522, "e_homo_ev": -12.755, "multiplicity": 1, "energy_ev": -20762.4555, "charge": 1, "lumo_energy_ev": -3.233, "species": ["C", "C", "S", "N", "H", "H", "H", "H", "H", "H", "H", "H", "H", "H", "O", "H", "H", "O", "H", "H", "O"], "positions_angstrom": [[1.56541, 0.65955, -0.92989], [0.48392, 0.36417, -1.94780], [1.01601, -0.93350, -3.07131], [1.00669, 1.62261, 0.09074], [2.39490, 1.18563, -1.36863], [1.97102, -0.19258, -0.41302], [0.34367, 1.29508, -2.45670], [-0.44162, 0.06101, -1.46418], [-0.03632, -1.75901, -3.14515], [0.94270, 2.56509, -0.29306], [1.55273, 1.73312, 0.94327], [0.10410, 1.27500, 0.42700], [-0.02385, 0.06446, 2.81468], [-1.28525, 0.71499, 2.45177], [-0.33462, 0.90419, 2.43676], [-4.15855, -0.57325, -0.14950], [-2.89595, -0.70193, 0.53197], [-3.31344, -0.09963, -0.10230], [-0.24109, -2.94618, 1.37052], [1.06991, -2.83124, 2.31252], [0.27963, -2.40759, 1.96231]], "lowdin_charge": [-0.22, -0.56, 0.77, 0.18, 0.13, 0.12, 0.07, 0.08, -0.13, 0.18, 0.16, 0.12, 0.05, 0.06, -0.05, 0.05, 0.02, -0.07, 0.04, 0.05, -0.05]}

=====

Across the entries above, relative energy (zero: lowest compared OMol25 entry of this formula, charge and spin) takes the values 105.2 524.8 487.7 0.0 488.3 0.0 82.9 kJ/mol, respectively.